{
  "formula": "C4H10N2O3",
  "method": "the ωB97M-V functional and the def2-TZVPD basis",
  "species": ["C", "C", "C", "C", "N", "N", "O", "O", "O", "H", "H", "H", "H", "H", "H", "H", "H", "H", "H"],
  "coordinates": [[1.2758, -0.8328, 0.0020], [-0.7195, -0.0869, 0.6427], [-1.8838, 0.8139, 0.2371], [0.6568, 0.5506, -0.1689], [-0.0984, -0.3665, -2.2815], [2.0657, -1.0489, 1.0448], [0.4479, 0.7850, -1.5973], [-0.4677, 0.0812, 2.0424], [1.2408, 1.4958, 0.4629], [-0.0180, 0.9467, 2.0925], [1.3939, -1.5078, -0.8401], [-1.0515, -1.1225, 0.5196], [-1.0820, -0.1461, -2.4412], [0.3522, -0.3187, -3.1936], [1.9207, -0.4262, 1.8406], [2.5103, -1.9469, 1.1924], [-2.7318, 0.6416, 0.9034], [-2.2188, 0.6255, -0.7846], [-1.5926, 1.8629, 0.3268]],
  "energy_ha": -493.4994,
  "e_lumo_ev": 0.1303
}

=====

{
  "formula": "C4H10N2O3",
  "method": "the ωB97M-V functional and the def2-TZVPD basis",
  "species": ["C", "C", "N", "O", "O", "H", "H", "H", "H", "H", "C", "C", "N", "O", "H", "H", "H", "H", "H"],
  "coordinates": [[-0.4054, 0.8505, 1.0035], [1.2807, 0.4469, -0.5434], [-0.0526, 0.3186, 2.2723], [2.3548, 0.3518, 0.3184], [1.1460, 1.3260, -1.3732], [2.8042, 1.2080, 0.2978], [0.9536, 0.2951, 2.3902], [-0.4386, -0.6120, 2.4026], [-1.4798, 1.0231, 0.9405], [0.0410, 1.8305, 0.8439], [-1.6833, -0.2659, -1.3031], [-0.7665, -0.8076, -0.2443], [0.8325, -0.9331, -0.8311], [-0.9906, -1.7371, 0.5057], [1.1928, -1.6399, -0.1924], [0.9710, -1.2016, -1.8077], [-1.2727, 0.6294, -1.7662], [-2.6467, -0.0465, -0.8474], [-1.8403, -1.0361, -2.0659]],
  "energy_ha": -493.5521,
  "e_lumo_ev": 0.3418
}